No. 1
Density functional theory data (ωB97M-V/def2-TZVPD) for C45H40Cl2N6O5PSTl as an isolated structure in a non-equilibrium geometry.

Output
charge = -2
multiplicity = 1
ΔE to the lowest compared entry with this formula, charge and spin = 118.9 kJ/mol
HOMO-LUMO gap = 5.2 eV

Each line ends with the Mulliken charge.
Element x y z (Å)
Tl (-1.275, 1.281, 0.273)  0.778
C (0.782, -1.796, 5.042)  -0.770
C (0.404, -1.920, 3.714)  -0.455
C (0.047, -0.799, 2.996)  1.211
C (0.053, 0.467, 3.585)  -0.565
C (0.460, 0.581, 4.920)  -0.483
C (0.821, -0.541, 5.635)  -0.688
N (-0.370, 1.525, 2.806)  1.293
N (-0.310, 2.680, 3.351)  -0.846
C (-0.673, 3.766, 2.600)  0.301
C (-0.778, 4.969, 3.327)  -0.659
C (-0.971, 6.161, 2.665)  -0.445
C (-1.136, 6.162, 1.284)  -0.753
C (-1.169, 4.956, 0.594)  -0.754
C (-0.860, 3.736, 1.190)  0.146
H (1.073, -2.672, 5.608)  0.364
H (0.404, -2.894, 3.240)  0.440
H (-0.210, -0.863, 1.950)  -0.191
H (0.498, 1.566, 5.359)  0.449
H (1.149, -0.441, 6.665)  0.347
H (-0.714, 4.934, 4.409)  0.393
H (-1.010, 7.099, 3.214)  0.315
H (-1.242, 7.106, 0.755)  0.366
H (-1.381, 4.970, -0.473)  0.422
Cl (-2.885, -1.424, 1.831)  0.021
C (-2.774, -3.061, 1.295)  1.036
C (-3.503, -4.043, 1.950)  -0.760
C (-3.450, -5.348, 1.500)  -0.536
C (-2.665, -5.670, 0.405)  -0.766
C (-1.929, -4.688, -0.230)  -0.346
C (-1.971, -3.365, 0.196)  -0.775
P (-1.061, -1.973, -0.642)  2.040
C (-1.762, -2.198, -2.313)  0.259
C (-1.003, -1.714, -3.376)  -0.340
C (-1.504, -1.735, -4.661)  -0.664
C (-2.783, -2.213, -4.899)  -0.558
C (-3.549, -2.681, -3.846)  -0.745
C (-3.046, -2.670, -2.555)  -0.769
C (0.533, -2.875, -0.863)  0.220
C (0.776, -3.811, -1.866)  -0.424
C (1.986, -4.479, -1.924)  -0.964
C (2.980, -4.213, -0.995)  -0.852
C (2.754, -3.267, -0.011)  -0.483
C (1.543, -2.598, 0.053)  -0.507
H (-4.107, -3.768, 2.799)  0.468
H (-4.028, -6.113, 1.996)  0.346
H (-2.633, -6.689, 0.046)  0.394
H (-1.317, -4.950, -1.079)  0.365
H (-0.034, -1.284, -3.169)  0.354
H (-0.917, -1.329, -5.470)  0.314
H (-3.184, -2.203, -5.906)  0.337
H (-4.560, -3.030, -4.026)  0.347
H (-3.666, -3.010, -1.735)  0.411
H (0.026, -4.004, -2.622)  0.411
H (2.155, -5.212, -2.703)  0.415
H (3.927, -4.736, -1.054)  0.377
H (3.515, -3.024, 0.715)  0.634
H (1.415, -1.834, 0.806)  0.184
N (8.304, 0.379, -0.588)  -0.622
C (6.992, 0.503, -0.105)  1.111
C (5.987, -0.333, -0.586)  -0.878
C (4.693, -0.204, -0.122)  -0.674
C (4.392, 0.758, 0.823)  -0.463
C (5.377, 1.601, 1.298)  -0.494
C (6.673, 1.483, 0.831)  -0.846
S (2.770, 0.708, 1.626)  1.644
O (2.751, 1.771, 2.603)  -0.820
O (2.728, -0.630, 2.191)  -0.782
N (1.614, 0.814, 0.508)  0.355
C (1.809, 1.637, -0.499)  -0.166
N (0.760, 1.809, -1.343)  0.321
C (0.917, 2.583, -2.388)  -0.113
C (2.111, 3.248, -2.651)  -1.216
C (3.130, 3.018, -1.742)  -0.410
N (3.008, 2.230, -0.697)  -0.302
H (8.520, -0.552, -0.915)  0.224
H (9.001, 0.736, 0.051)  0.214
H (6.235, -1.100, -1.308)  0.300
H (3.905, -0.850, -0.475)  0.467
H (5.114, 2.334, 2.044)  0.527
H (7.457, 2.127, 1.208)  0.261
H (0.066, 2.661, -3.052)  0.268
H (2.213, 3.903, -3.502)  0.413
H (4.109, 3.476, -1.851)  0.439
Cl (-3.639, 3.387, -4.654)  -0.283
C (-3.679, 2.105, -3.436)  0.168
C (-2.349, 1.237, -3.388)  -0.051
O (-1.620, 1.258, -4.372)  -0.815
O (-2.263, 0.589, -2.333)  0.212
H (-4.508, 1.444, -3.699)  0.265
H (-3.865, 2.569, -2.468)  -0.264
C (-4.365, 3.546, 0.663)  -0.454
O (-4.781, 2.382, -0.024)  -0.279
C (-4.245, 1.223, 0.356)  0.272
C (-4.780, 0.145, -0.535)  -0.149
H (-5.222, 3.958, 1.205)  0.316
H (-4.021, 4.282, -0.067)  0.230
H (-3.553, 3.321, 1.357)  0.141
H (-5.681, 0.440, -1.084)  0.419
H (-4.956, -0.771, 0.025)  0.228
H (-3.977, -0.047, -1.257)  -0.376

No. 2
Density functional theory data (ωB97M-V/def2-TZVPD) for C45H41BrCsN8O2P2S as an isolated structure in a non-equilibrium geometry.

Output
charge = +1
multiplicity = 1
ΔE to the lowest compared entry with this formula, charge and spin = 158.0 kJ/mol
HOMO-LUMO gap = 7.9 eV

Each line ends with the Mulliken charge.
Element x y z (Å)
Cs (0.889, 0.050, 0.368)  1.472
N (2.279, 2.459, 4.645)  0.120
C (1.841, 1.845, 3.532)  -0.724
N (2.444, 0.893, 2.908)  0.366
C (3.697, 0.487, 3.361)  -0.152
N (4.468, -0.336, 2.739)  -0.590
N (3.993, -0.816, 1.520)  0.433
C (4.673, -1.814, 1.129)  -0.614
C (4.399, -2.528, -0.138)  0.518
C (5.395, -3.338, -0.666)  -0.747
C (5.151, -4.029, -1.841)  -0.366
C (3.907, -3.914, -2.433)  -0.819
C (2.966, -3.095, -1.823)  -0.031
N (3.198, -2.402, -0.714)  -0.012
C (4.187, 1.030, 4.644)  0.756
C (5.350, 0.569, 5.266)  -0.322
C (5.754, 1.095, 6.474)  -0.786
C (5.002, 2.100, 7.086)  -0.409
C (3.851, 2.570, 6.489)  -0.876
C (3.449, 2.028, 5.271)  0.058
H (1.752, 3.217, 5.045)  0.249
H (0.897, 2.217, 3.139)  0.510
H (5.500, -2.183, 1.737)  0.352
H (6.349, -3.420, -0.160)  0.409
H (5.916, -4.659, -2.276)  0.428
H (3.665, -4.449, -3.342)  0.395
H (1.969, -3.001, -2.239)  0.415
H (5.917, -0.210, 4.774)  0.462
H (6.654, 0.729, 6.950)  0.410
H (5.317, 2.510, 8.036)  0.401
H (3.259, 3.348, 6.957)  0.374
O (-1.010, 1.597, 0.079)  -0.761
P (-2.463, 1.439, -0.236)  0.593
C (-3.241, 0.115, 0.740)  -1.662
P (-2.441, -1.519, 0.530)  0.836
O (-0.990, -1.431, 0.161)  -0.449
C (-2.714, -2.327, 2.111)  0.596
C (-3.866, -2.131, 2.873)  -0.322
C (-4.010, -2.774, 4.093)  -0.775
C (-3.002, -3.611, 4.558)  -0.509
C (-1.854, -3.808, 3.805)  -0.660
C (-1.707, -3.168, 2.582)  -0.737
C (-3.415, -2.370, -0.723)  0.349
C (-4.601, -3.040, -0.424)  -0.490
C (-5.320, -3.660, -1.436)  -0.706
C (-4.860, -3.610, -2.745)  -0.644
C (-3.676, -2.949, -3.046)  -0.647
C (-2.947, -2.338, -2.036)  -0.441
C (-2.805, 1.078, -1.960)  0.628
C (-4.118, 1.090, -2.432)  -0.711
C (-4.374, 0.859, -3.773)  -0.827
C (-3.317, 0.629, -4.648)  -0.868
C (-2.010, 0.617, -4.181)  0.114
C (-1.749, 0.838, -2.834)  -0.525
C (-3.430, 2.916, 0.123)  0.498
C (-2.916, 4.114, -0.384)  -0.724
C (-3.602, 5.302, -0.190)  -0.664
C (-4.802, 5.303, 0.512)  -0.463
C (-5.311, 4.120, 1.027)  -0.763
C (-4.627, 2.926, 0.832)  -0.080
H (-4.297, 0.026, 0.481)  0.708
H (-3.142, 0.418, 1.784)  0.885
H (-4.656, -1.475, 2.522)  0.391
H (-4.904, -2.620, 4.683)  0.410
H (-3.114, -4.109, 5.513)  0.397
H (-1.071, -4.460, 4.170)  0.431
H (-0.813, -3.312, 1.988)  0.439
H (-4.959, -3.090, 0.598)  0.348
H (-6.237, -4.187, -1.202)  0.426
H (-5.422, -4.097, -3.533)  0.402
H (-3.320, -2.909, -4.068)  0.469
H (-2.014, -1.837, -2.258)  0.518
H (-4.941, 1.296, -1.754)  0.419
H (-5.392, 0.869, -4.140)  0.430
H (-3.515, 0.471, -5.701)  0.454
H (-1.192, 0.434, -4.867)  0.277
H (-0.729, 0.813, -2.469)  0.659
H (-1.974, 4.106, -0.921)  0.426
H (-3.204, 6.227, -0.587)  0.411
H (-5.341, 6.230, 0.660)  0.389
H (-6.243, 4.124, 1.577)  0.421
H (-5.038, 2.011, 1.241)  0.342
N (4.888, 2.119, -0.181)  -0.401
C (3.946, 2.948, -0.670)  0.473
N (4.127, 3.341, -1.959)  -0.416
S (2.634, 3.450, 0.235)  -0.343
H (5.564, 1.685, -0.786)  0.204
H (4.683, 1.654, 0.690)  0.073
H (5.030, 3.242, -2.395)  0.188
H (3.566, 4.123, -2.252)  0.260
Br (2.141, 0.378, -8.003)  -0.134
C (1.833, 0.217, -6.154)  0.113
C (1.300, -0.952, -5.641)  -0.771
C (1.095, -1.015, -4.271)  -0.184
N (1.380, -0.020, -3.431)  0.064
C (1.893, 1.095, -3.953)  -0.186
C (2.136, 1.267, -5.308)  -0.562
H (1.049, -1.785, -6.282)  0.474
H (0.674, -1.914, -3.831)  0.410
H (2.115, 1.894, -3.252)  0.344
H (2.558, 2.187, -5.687)  0.472